{
  "formula": "C39H46Cl20FN3O6PS2",
  "method": "the ωB97M-V functional and the def2-TZVPD basis",
  "symbols": ["C", "C", "C", "C", "C", "C", "N", "C", "O", "C", "F", "C", "O", "C", "C", "N", "C", "S", "C", "C", "O", "O", "C", "P", "O", "C", "N", "C", "S", "C", "C", "O", "H", "H", "H", "H", "H", "H", "Cl", "C", "C", "Cl", "H", "H", "H", "H", "Cl", "C", "C", "Cl", "H", "H", "H", "H", "Cl", "C", "C", "Cl", "H", "H", "H", "H", "Cl", "C", "C", "Cl", "H", "H", "H", "H", "Cl", "C", "C", "Cl", "H", "H", "H", "H", "Cl", "C", "C", "Cl", "H", "H", "H", "H", "Cl", "C", "C", "Cl", "H", "H", "H", "H", "Cl", "C", "C", "Cl", "H", "H", "H", "H", "Cl", "C", "C", "Cl", "H", "H", "H", "H", "Cl", "C", "C", "Cl", "H", "H", "H", "H"],
  "xyz": [[1.575789, -5.508554, -4.183867], [2.349602, -4.390868, -3.426134], [1.536144, -3.437300, -2.650592], [2.214769, -2.411340, -1.897101], [3.683906, -2.306324, -1.900759], [4.500690, -3.216084, -2.667289], [5.948859, -3.129919, -2.641899], [6.475472, -2.564064, -3.606243], [6.840578, -1.793809, -4.412449], [3.787699, -4.249338, -3.422921], [4.536192, -5.163810, -4.141700], [4.259625, -1.171367, -0.991772], [5.194253, -0.471389, -1.309791], [3.512685, -1.032036, 0.373539], [4.202334, -0.830055, 1.636967], [5.677016, -0.741550, 1.576152], [5.891460, 0.471112, 1.488471], [6.090831, 2.052782, 1.354394], [3.462209, -0.746855, 2.912042], [4.278364, -0.568873, 4.229877], [4.109050, 0.522623, 4.814939], [5.048442, -1.472313, 4.710172], [1.994622, -0.868048, 2.895707], [0.907767, -0.837423, 4.409178], [1.620306, -0.868836, 5.723438], [1.287167, -1.062956, 1.612962], [-0.171136, -1.182031, 1.567136], [-0.659801, -0.049441, 1.424959], [-1.364954, 1.209556, 0.731017], [2.037666, -1.147152, 0.383222], [1.400316, -1.401620, -1.016769], [0.366409, -0.890523, -1.388003], [1.181104, -6.221709, -3.409873], [2.163107, -6.010126, -4.978308], [0.676888, -5.017405, -4.643654], [0.430123, -3.494853, -2.601486], [0.136728, -2.041528, 4.342320], [0.017484, 0.259444, 4.272578], [-5.030728, 1.312795, 0.390513], [-5.841902, 2.433140, 1.514984], [-5.294161, 3.837716, 1.415394], [-3.627091, 3.953319, 2.031387], [-5.737334, 2.033880, 2.523451], [-6.901274, 2.430521, 1.255211], [-5.900677, 4.515145, 2.016166], [-5.300237, 4.197893, 0.387196], [-7.850138, 6.277387, 1.845454], [-8.070174, 6.439654, 3.607939], [-7.200745, 7.528922, 4.187353], [-5.470386, 7.100393, 4.136052], [-7.860758, 5.473015, 4.065347], [-9.121548, 6.674433, 3.775630], [-7.456883, 7.689416, 5.235726], [-7.332921, 8.474187, 3.656216], [2.848592, -3.301060, -6.708221], [3.692158, -2.170846, -7.775718], [5.170696, -2.458082, -7.866896], [6.053458, -2.105453, -6.341785], [3.503290, -1.160709, -7.412840], [3.235724, -2.270000, -8.761528], [5.611680, -1.822139, -8.637324], [5.363567, -3.498049, -8.130483], [-3.341325, -0.846825, -1.509585], [-4.018443, -2.476527, -1.273970], [-2.947817, -3.541447, -1.249630], [-2.190900, -3.764078, -2.848332], [-4.745619, -2.658539, -2.064790], [-4.547970, -2.463017, -0.320452], [-3.386550, -4.500110, -0.971006], [-2.162876, -3.304049, -0.531706], [-9.683530, 12.854923, 1.328708], [-8.083137, 12.119095, 1.060356], [-8.052272, 10.661277, 1.456810], [-8.188656, 10.440779, 3.221059], [-7.347276, 12.700065, 1.614622], [-7.864254, 12.216315, -0.003098], [-7.103421, 10.216152, 1.155213], [-8.856708, 10.100011, 0.983590], [7.320329, -9.041139, -2.608134], [8.433693, -7.717560, -3.042562], [7.697457, -6.472422, -3.480131], [6.874262, -6.692479, -5.042765], [9.102078, -8.081693, -3.821662], [9.029154, -7.501532, -2.155222], [8.403857, -5.651403, -3.607118], [6.951539, -6.168598, -2.746122], [-3.151912, -3.448057, 2.516796], [-4.069874, -2.309556, 3.536192], [-3.500867, -0.910239, 3.481499], [-1.906012, -0.796440, 4.272586], [-4.078563, -2.698829, 4.553512], [-5.094733, -2.306469, 3.163074], [-4.164213, -0.221204, 4.006473], [-3.392397, -0.561769, 2.453579], [-3.770688, 7.114748, 9.062192], [-3.256995, 7.015741, 7.357539], [-2.377797, 8.179987, 6.957427], [-3.276744, 9.718386, 6.906568], [-4.152406, 6.956319, 6.738544], [-2.705166, 6.081952, 7.247674], [-1.978603, 8.013947, 5.956542], [-1.539712, 8.301909, 7.642110], [1.301063, 4.969624, -1.575324], [2.925295, 4.240774, -1.686458], [2.934175, 2.793859, -1.250950], [2.651103, 2.614768, 0.495340], [3.606473, 4.842629, -1.086387], [3.233410, 4.314131, -2.729850], [3.910132, 2.351216, -1.459514], [2.177035, 2.212455, -1.777253], [2.737384, -8.474878, -4.757008], [3.071744, -9.638724, -3.449624], [1.907758, -9.777513, -2.495416], [1.654790, -8.306841, -1.522690], [3.975854, -9.315497, -2.934491], [3.275242, -10.598477, -3.925491], [2.100763, -10.590430, -1.794604], [0.980872, -9.996216, -3.024346]],
  "forces_ev_per_angstrom": [[-0.24, 0.98, 0.53], [0.05, 1.13, 0.81], [2.71, 0.44, 0.13], [0.77, -0.83, -0.62], [-0.94, -0.39, -0.04], [-2.37, -0.24, 0.00], [-0.11, -0.17, -1.62], [-1.27, 1.74, 1.14], [1.81, -1.04, 3.82], [-0.71, 0.49, 0.72], [-0.91, 1.24, 0.91], [-0.49, -0.59, 0.45], [-0.61, -0.59, 0.08], [-1.12, -0.07, 1.64], [-2.20, -0.79, -0.73], [-1.15, 2.02, 0.27], [0.42, 0.62, -0.01], [0.06, -1.91, 0.15], [-0.67, -0.83, -1.44], [1.70, -0.23, 3.27], [-0.66, 0.12, -1.65], [-1.77, 0.55, -2.56], [0.61, -0.12, -2.34], [2.66, -0.81, 1.75], [-0.70, 0.25, -0.92], [2.91, -0.03, 0.12], [0.70, 2.24, 0.69], [-0.95, -0.41, -2.46], [0.85, -1.21, 1.68], [0.99, -0.15, 0.05], [0.69, -0.35, 0.78], [0.63, -0.64, 0.14], [0.56, 0.40, -0.95], [-0.36, 0.41, 0.77], [0.79, -0.46, 0.29], [0.94, -0.05, -0.23], [0.31, 0.63, -0.72], [0.73, -0.20, -0.37], [-0.03, -0.04, 0.08], [-0.12, 0.06, 0.01], [-0.10, 0.06, 0.10], [0.01, -0.03, -0.03], [0.10, 0.05, -0.06], [0.05, 0.07, -0.03], [0.07, -0.11, -0.02], [0.05, -0.09, 0.04], [-0.09, 0.08, -0.09], [-0.09, 0.00, 0.29], [-0.03, 0.07, 0.03], [0.04, -0.08, -0.08], [0.07, 0.04, -0.10], [0.06, 0.07, -0.04], [-0.02, -0.08, -0.04], [0.21, -0.65, 0.19], [-0.14, -0.19, 0.25], [0.09, 0.25, -0.29], [0.39, 0.16, -0.09], [-1.77, -0.69, -3.56], [0.06, -0.09, 0.06], [0.06, -0.02, 0.03], [-0.10, -0.03, -0.01], [-0.09, 0.04, 0.07], [0.04, -0.10, -0.09], [-0.14, -0.02, 0.05], [-0.05, -0.04, 0.28], [-0.03, -0.01, -0.08], [0.12, 0.01, -0.02], [0.12, -0.06, 0.02], [-0.03, 0.06, -0.05], [-0.02, 0.09, -0.11], [-0.01, 0.01, 0.03], [0.14, -0.01, -0.05], [0.09, -0.05, -0.26], [-0.31, 0.64, -0.13], [-0.10, -0.06, 0.04], [-0.04, -0.09, 0.04], [-0.01, 0.07, 0.05], [-0.01, 0.08, 0.10], [-0.02, -0.06, -0.03], [0.17, 0.17, 0.01], [0.00, 0.09, 0.11], [0.12, -0.13, -0.08], [-0.14, -0.02, -0.01], [-0.10, 0.03, 0.00], [0.03, -0.09, 0.01], [-0.01, -0.06, -0.08], [0.04, -0.03, -0.01], [-0.19, 0.13, 0.08], [-0.16, 0.05, 0.07], [-2.15, -0.06, -0.14], [0.12, 0.00, -0.08], [0.06, 0.05, -0.04], [-0.02, -0.09, 0.00], [0.08, -0.05, 0.05], [-0.04, 0.03, 0.03], [0.05, -0.07, -0.20], [0.10, -0.19, -0.06], [-0.03, 0.04, 0.04], [0.08, 0.11, 0.09], [0.05, 0.09, 0.03], [-0.10, -0.04, 0.03], [-0.12, 0.02, 0.02], [-0.04, 0.05, 0.02], [0.20, -0.09, -0.09], [0.08, -0.13, -0.07], [-0.14, 0.01, 0.02], [-0.12, -0.06, 0.06], [-0.06, -0.06, 0.03], [0.01, 0.08, 0.04], [-0.03, 0.09, 0.06], [0.10, -0.31, 0.04], [0.11, -0.16, 0.04], [0.01, -0.15, -0.04], [-0.02, 0.01, 0.00], [-0.09, 0.09, -0.03], [-0.08, 0.02, 0.04], [0.07, 0.06, -0.03], [0.06, 0.11, -0.01]],
  "de_lowest_ev": 0.0000,
  "charge": -1,
  "orbital_gap_ev": 5.91,
  "energy_ha": -12570.79476
}